ORCA calculation (ωB97M-V/def2-TZVPD) on a molecular structure, C38H54N5O5ScSi3Te2.

The geometry in XYZ format:
```
108
Properties=species:S:1:pos:R:3:forces:R:3
Sc -0.3132 0.0750 1.2092 0.364 -0.876 0.682
O -2.5024 5.0184 -1.2902 0.092 -0.665 0.229
C -2.1671 3.9583 -0.8216 -0.324 0.986 -0.434
C -1.1460 2.9975 -1.3832 0.303 -0.252 -1.043
O -0.8121 2.8408 -2.5537 -0.243 0.636 0.818
C -0.7516 2.1698 -0.2628 -0.805 0.549 0.573
C -1.7340 2.2400 0.7406 0.581 0.297 -1.060
O -1.7556 1.3763 1.7054 0.327 0.313 0.658
C -2.6746 3.3144 0.4563 -0.919 0.193 0.649
O -3.6926 3.5941 1.0630 0.673 0.044 -0.296
O 0.2297 1.3317 -0.2053 0.312 0.863 -0.333
C 3.4937 2.3303 3.7991 -0.538 -0.135 -0.563
Si 2.2344 2.0327 2.3768 0.249 0.000 0.100
C 0.9180 3.4279 2.4501 0.382 -0.621 -0.034
C 3.1975 2.2533 0.7327 -0.511 -0.271 0.655
C 1.4222 0.3071 2.5777 0.118 -0.086 0.299
Si 2.4831 -1.1656 1.9915 0.280 -0.278 0.200
C 4.3033 -1.2155 2.5865 -0.733 0.173 -0.218
C 1.7302 -2.8658 2.4722 0.106 0.671 -0.057
C 2.4656 -1.2421 0.0805 -0.084 0.230 0.897
Si 0.5584 0.0203 4.2306 0.439 -0.065 0.216
C -0.5272 1.3984 4.9939 0.492 -0.337 -0.554
C 1.6811 -0.6624 5.6192 -0.463 0.197 -0.563
C -0.7663 -1.3362 3.8769 0.427 0.433 0.442
C -1.3462 -2.0841 4.8966 -0.014 -0.023 -0.006
C -2.3544 -2.9868 4.6208 0.062 0.053 -0.122
C -2.7478 -3.1414 3.3013 0.108 0.139 -0.030
C -2.1203 -2.3767 2.3373 -0.353 -0.387 -0.347
N -1.1640 -1.4847 2.6032 -0.347 -0.371 0.066
H 4.0719 3.2324 3.6249 0.065 0.242 -0.076
H 4.1951 1.5080 3.8902 0.130 -0.244 -0.037
H 2.9950 2.4398 4.7568 -0.171 0.031 0.236
H 1.2338 4.2470 3.0876 0.144 0.144 0.135
H -0.0278 3.0591 2.8330 -0.175 -0.026 0.110
H 0.7331 3.8352 1.4604 0.019 0.067 -0.204
H 3.5369 3.2788 0.6094 0.023 0.208 0.135
H 2.5595 2.0247 -0.1158 -0.081 -0.075 -0.118
H 4.0744 1.6160 0.6831 0.212 -0.189 0.007
H 4.3659 -1.2178 3.6686 -0.050 0.034 0.303
H 4.8736 -0.3681 2.2259 0.111 0.296 -0.093
H 4.8029 -2.1119 2.2334 -0.014 -0.249 -0.159
H 1.4707 -2.9294 3.5222 -0.096 -0.036 0.285
H 2.4301 -3.6691 2.2672 0.261 -0.073 -0.136
H 0.8298 -3.0665 1.8969 -0.146 -0.063 -0.097
H 3.0693 -0.4639 -0.3708 0.006 0.270 -0.113
H 1.4444 -1.1152 -0.2917 0.012 -0.060 -0.326
H 2.8257 -2.2002 -0.2801 -0.020 -0.252 -0.003
H 0.0602 2.2625 5.2786 0.185 0.266 0.058
H -1.0509 1.0528 5.8806 0.025 -0.262 0.154
H -1.2812 1.7219 4.2828 -0.130 0.092 -0.164
H 2.5268 0.0005 5.7521 0.243 0.236 0.023
H 2.0731 -1.6426 5.3719 0.098 -0.227 -0.098
H 1.1690 -0.7348 6.5729 -0.178 0.005 0.188
H -0.9924 -1.9500 5.9063 0.026 0.046 0.152
H -2.8211 -3.5627 5.4056 -0.018 -0.052 0.092
H -3.5205 -3.8381 3.0206 -0.063 -0.072 -0.071
H -2.3807 -2.5066 1.2942 -0.042 0.069 0.024
C -4.4624 -3.1954 -2.4254 -0.064 0.033 -0.252
C -4.2943 -2.0372 -3.4071 0.201 0.076 0.072
C -4.9658 -0.7774 -2.8752 0.081 -0.162 -0.152
C -2.8019 -1.7836 -3.7133 -0.751 -0.349 -0.692
N -2.0554 -1.6175 -2.5029 0.573 1.319 1.035
C -1.8490 -0.5140 -1.7705 0.156 -0.298 0.119
N -1.2593 -0.8845 -0.6476 -0.181 0.031 -0.606
N -1.1069 -2.2089 -0.7281 0.350 -0.389 0.499
N -1.5723 -2.6467 -1.8181 -0.085 -1.174 -0.462
H -5.4970 -3.5252 -2.4111 -0.154 -0.018 0.023
H -4.1986 -2.8901 -1.4143 0.051 0.013 0.107
H -3.8391 -4.0410 -2.7055 0.037 -0.131 0.043
H -4.7529 -2.3096 -4.3622 0.066 0.007 -0.009
H -4.5254 -0.4729 -1.9246 -0.019 0.019 0.075
H -6.0207 -0.9678 -2.7044 -0.180 0.017 0.073
H -4.8853 0.0449 -3.5806 0.009 0.175 -0.099
H -2.6857 -0.8831 -4.3211 0.121 -0.104 0.060
H -2.3751 -2.6428 -4.2356 0.041 0.162 0.026
H -2.0879 0.4864 -2.0712 -0.099 0.191 -0.084
C -5.4143 1.5847 -0.2481 0.222 0.007 0.279
Te -4.2861 0.2105 1.0004 -1.738 -0.539 -0.246
C -5.9423 -1.2210 0.9145 0.367 0.244 0.002
H -5.7912 2.3942 0.3621 0.009 0.059 0.128
H -6.2404 1.0555 -0.7072 -0.009 -0.239 -0.061
H -4.7701 2.0047 -1.0133 0.057 -0.025 -0.101
H -6.1596 -1.5471 -0.0967 0.164 0.015 -0.205
H -6.8345 -0.7650 1.3226 -0.078 0.204 0.149
H -5.6984 -2.0874 1.5185 0.135 -0.121 0.110
Te 1.2270 0.7422 -2.9391 1.067 -0.772 -1.011
C 2.1722 -0.8553 -4.0362 -0.251 0.358 0.245
C 1.4641 -1.4678 -5.0625 -0.274 0.207 0.061
C 2.0024 -2.5330 -5.7613 0.010 -0.142 -0.096
C 3.2583 -3.0125 -5.4333 -0.021 -0.081 -0.077
C 3.9609 -2.4276 -4.3951 0.134 -0.070 -0.082
C 3.4229 -1.3558 -3.7089 0.050 0.081 0.252
C 2.8751 2.0975 -3.0848 -0.458 -0.118 -0.060
C 2.6636 3.2985 -3.7443 -0.209 0.070 -0.118
C 3.7005 4.1993 -3.9176 0.095 0.160 0.018
C 4.9597 3.9147 -3.4157 0.037 0.030 -0.028
C 5.1682 2.7341 -2.7234 0.090 0.014 0.014
C 4.1293 1.8330 -2.5591 0.069 -0.249 0.174
H 0.4787 -1.0965 -5.3181 -0.006 0.040 -0.108
H 1.4485 -2.9856 -6.5713 -0.073 -0.029 -0.054
H 3.6826 -3.8378 -5.9840 0.051 -0.106 -0.037
H 4.9299 -2.8123 -4.1140 0.122 -0.010 0.010
H 3.9826 -0.9197 -2.8969 0.060 0.005 0.081
H 1.6785 3.5203 -4.1257 -0.080 0.067 -0.112
H 3.5338 5.1283 -4.4455 -0.074 0.018 -0.030
H 5.7748 4.6093 -3.5645 0.022 0.048 0.029
H 6.1400 2.5185 -2.2983 0.015 -0.043 -0.020
H 4.3106 0.9234 -2.0064 -0.014 -0.035 0.086
```
Forces are in eV/Å.

Summary:
Maximum force   1.84 eV Å⁻¹
HOMO   -7.31 eV
HOMO-LUMO gap   7.0 eV
E_LUMO   -0.3 eV

ORCA calculation (ωB97M-V/def2-TZVPD) on a single C4H10OS molecule.

The geometry in XYZ format:
```
16
Properties=species:S:1:pos:R:3:forces:R:3
C 2.1143 -0.2131 0.8955 -2.388 -0.074 -1.198
S 0.5312 -0.2747 0.3246 1.796 -1.491 -1.319
C 0.0092 -1.8791 -0.1588 3.503 0.388 3.401
C 0.6643 0.3771 -1.3303 -1.856 1.947 0.307
O -0.5034 0.9387 1.0221 0.340 -0.898 0.335
C -1.8348 1.0226 0.5150 0.086 -2.183 -0.785
H 2.4675 0.7564 1.1344 0.252 0.763 0.236
H 2.2086 -1.0157 1.5491 0.608 -1.134 1.396
H -0.9134 -1.7410 -0.5380 -3.309 0.189 -1.510
H 0.0839 -2.6531 0.6518 -0.201 0.995 -0.584
H -0.2821 0.8683 -1.5112 -0.360 0.952 0.120
H 1.4371 1.1739 -1.4094 -0.247 -1.277 -0.215
H 0.4445 -0.4348 -1.9966 1.696 -0.549 -0.456
H -1.8632 1.9460 0.0220 -0.874 2.005 0.173
H -2.6604 0.7294 1.2450 1.317 0.700 -0.906
H -1.9032 0.3990 -0.4152 -0.363 -0.334 1.003
```
Forces are in eV/Å.

Summary:
Maximum force   4.90 eV Å⁻¹
HOMO   -7.64 eV
HOMO-LUMO gap   8.4 eV
E_LUMO   0.7 eV

ORCA calculation (ωB97M-V/def2-TZVPD) on a molecular structure, C42H41BrN9OY.

The geometry in XYZ format:
```
95
Properties=species:S:1:pos:R:3:forces:R:3
Y 0.2198 -0.0730 0.1730 0.203 -0.581 0.483
C 1.3966 -2.6907 -3.0139 -0.029 0.001 -0.022
C 2.3223 -1.5061 -2.7505 0.038 0.007 0.008
C 1.7356 -0.0988 -2.9368 -0.001 0.020 -0.049
N 1.5900 0.6570 -1.6901 -0.013 0.141 -0.082
C 1.6992 1.9679 -1.7841 0.052 -0.082 0.010
C 1.7320 2.6628 -3.0273 -0.012 -0.018 -0.001
C 2.2227 3.9060 -3.3696 0.006 0.032 -0.019
C 2.8401 4.8663 -2.5813 -0.015 -0.022 0.007
C 2.8882 4.8269 -1.1983 0.042 0.067 -0.010
C 2.2977 3.9425 -0.3163 -0.091 0.010 0.075
C 1.5739 2.7420 -0.5166 0.078 -0.043 -0.091
N 0.8268 2.1655 0.4046 0.065 0.106 -0.010
C 0.2118 2.9743 1.4523 0.004 0.034 -0.107
C -1.2223 3.3113 1.0406 -0.009 0.031 -0.016
C -2.1572 2.1006 0.9876 -0.019 0.055 -0.033
N -1.8093 1.0484 0.0424 -0.065 0.130 -0.102
C -2.3999 1.0065 -1.1333 -0.009 -0.057 -0.030
C -3.0932 2.1135 -1.6912 -0.011 0.027 0.098
C -4.0033 2.2069 -2.7224 -0.034 0.024 -0.029
C -4.5999 1.2046 -3.4732 0.009 -0.007 0.016
C -4.2967 -0.1414 -3.3651 -0.047 -0.011 -0.032
C -3.2809 -0.7793 -2.6767 0.138 -0.052 -0.066
C -2.2245 -0.2798 -1.8708 -0.111 0.075 0.082
N -1.1471 -0.9798 -1.5749 -0.094 0.127 -0.010
C -1.0324 -2.2935 -2.1865 -0.057 -0.010 -0.031
C 0.3153 -2.9693 -1.9623 0.053 -0.060 0.062
H 2.0248 -3.5811 -3.1017 0.011 0.003 0.027
H 0.9164 -2.5713 -3.9916 0.008 -0.002 -0.008
H 3.1798 -1.6023 -3.4214 -0.017 0.001 -0.017
H 2.7281 -1.5946 -1.7451 0.006 0.003 0.010
H 0.7630 -0.1621 -3.4433 0.006 -0.009 0.012
H 2.3982 0.4493 -3.6119 -0.005 -0.018 0.019
H 1.3099 2.1069 -3.8536 0.000 -0.001 0.001
H 2.1427 4.1407 -4.4266 0.006 0.010 0.001
H 3.2747 5.7242 -3.0768 0.002 0.006 -0.005
H 3.4121 5.6490 -0.7198 0.002 0.002 -0.015
H 2.3999 4.2207 0.7257 0.004 -0.008 -0.002
H 0.7503 3.9033 1.6457 -0.014 -0.012 0.045
H 0.1938 2.4160 2.3927 -0.012 0.005 -0.017
H -1.1930 3.8172 0.0707 0.005 -0.010 0.001
H -1.6358 4.0222 1.7625 -0.006 -0.001 0.025
H -3.1786 2.4478 0.7962 -0.001 -0.020 0.058
H -2.1635 1.6359 1.9825 0.010 0.006 -0.009
H -2.8628 3.0558 -1.2109 0.005 0.005 -0.008
H -4.3370 3.2183 -2.9330 -0.011 -0.002 -0.012
H -5.3758 1.4905 -4.1709 -0.005 0.008 0.001
H -4.9245 -0.8114 -3.9452 -0.001 0.011 -0.001
H -3.2614 -1.8508 -2.8213 -0.011 0.017 -0.001
H -1.2177 -2.2306 -3.2681 0.008 -0.023 0.021
H -1.8183 -2.9468 -1.7838 0.022 0.022 0.030
H 0.1355 -4.0472 -1.9378 -0.013 0.014 -0.057
H 0.6975 -2.7325 -0.9630 -0.021 0.004 -0.003
Br -0.7277 5.3341 4.7921 0.004 0.000 -0.010
C -0.5054 3.6967 5.7186 -0.075 -0.031 -0.032
C -1.3546 2.6356 5.4322 -0.003 0.082 -0.017
C -1.1742 1.4246 6.0751 0.068 0.050 0.005
C -0.1393 1.2805 6.9978 -0.194 -0.180 -0.032
C 0.6501 2.3708 7.3309 0.023 -0.019 -0.012
C 0.4847 3.5823 6.6768 0.023 0.002 -0.025
N 0.0938 0.0678 7.7413 0.246 -0.040 0.060
N 0.1518 -1.0512 7.2069 -0.274 0.057 0.148
C 0.0233 -1.1983 5.7889 0.188 0.051 -0.027
C -0.9576 -2.0299 5.3116 0.046 0.059 0.036
C -1.2473 -2.1254 3.9439 0.118 -0.049 -0.100
C -0.5192 -1.4022 3.0036 -0.133 0.123 0.069
O -0.7354 -1.4265 1.7291 0.095 -0.090 -0.169
C 0.5520 -0.5716 3.5082 -0.013 0.029 0.068
N 1.2253 0.1563 2.5836 0.017 0.017 -0.083
C 2.2715 0.8517 2.9548 0.003 0.052 0.050
C 2.7438 0.8670 4.2789 -0.047 -0.001 0.007
C 2.0332 0.2025 5.2385 -0.027 0.037 0.016
C 0.8695 -0.5123 4.8787 -0.070 -0.097 -0.075
H -2.1489 2.7552 4.7076 0.011 0.006 -0.008
H -1.8236 0.5937 5.8380 0.003 -0.010 0.022
H 1.4085 2.2595 8.0952 -0.001 -0.023 0.009
H 1.1158 4.4273 6.9136 0.004 0.001 -0.003
H -1.5557 -2.5808 6.0282 0.000 0.006 0.006
H -2.0465 -2.7658 3.5964 -0.012 0.000 -0.011
H 2.7597 1.4409 2.1846 0.017 -0.008 -0.010
H 3.6399 1.4194 4.5243 0.008 0.010 0.003
H 2.3535 0.2125 6.2728 0.019 0.017 -0.016
N 5.5885 -3.5331 2.3716 0.039 -0.025 0.028
C 4.5167 -2.9148 1.7969 -0.021 0.004 -0.002
C 4.6655 -1.7320 1.0633 -0.046 0.039 -0.015
C 3.5469 -1.1277 0.5355 0.005 -0.004 0.045
N 2.3046 -1.6007 0.6825 -0.090 -0.036 -0.139
C 2.1652 -2.7293 1.3867 0.034 0.013 0.040
C 3.2192 -3.4147 1.9492 -0.026 0.037 0.000
H 6.5148 -3.2725 2.0849 -0.007 -0.001 -0.003
H 5.4798 -4.4661 2.7266 0.001 0.002 -0.006
H 5.6415 -1.2908 0.9103 0.015 0.000 0.003
H 3.6373 -0.2121 -0.0402 0.006 0.000 -0.018
H 1.1482 -3.0825 1.5154 0.001 -0.022 -0.011
H 3.0349 -4.3200 2.5120 0.002 -0.010 0.011
```
Forces are in eV/Å.

Summary:
Maximum force   0.78 eV Å⁻¹
HOMO   -6.64 eV
HOMO-LUMO gap   6.6 eV
E_LUMO   0.0 eV